(1)
ORCA calculation (the ωB97M-V functional and the def2-TZVPD basis) on C23H20BCl2N9O2Re as an isolated structure.

- relative energy (zero: lowest compared OMol25 entry of this formula, charge and spin) (eV) = 0.000
- strongest force on any atom (eV/Å) = 0.23

ORCA input file:
```
! wB97M-V def2-TZVPD RIJCOSX def2/J DEFGRID3
* xyz 3 1
Re -1.26 1.37 1.50
C -2.15 0.06 5.59
C -2.23 1.03 4.63
N -1.57 0.65 3.51
N -1.05 -0.59 3.78
C -1.39 -0.95 5.01
B -0.22 -1.43 2.72
N -1.17 -1.63 1.50
C -1.76 -2.70 0.96
C -2.75 -2.27 0.07
C -2.74 -0.90 0.15
N -1.78 -0.50 1.02
N 0.93 -0.51 2.22
C 2.26 -0.65 2.23
C 2.85 0.56 1.88
C 1.80 1.43 1.68
N 0.64 0.77 1.88
N 0.30 -2.67 3.34
C 1.22 -2.79 4.35
C 1.17 -4.06 4.82
C 0.15 -4.68 4.06
N -0.37 -3.85 3.18
H -2.57 0.07 6.58
H -2.73 1.98 4.67
H -1.08 -1.91 5.41
H -1.45 -3.68 1.27
H -3.39 -2.89 -0.53
H -3.34 -0.18 -0.37
H 2.70 -1.60 2.49
H 3.90 0.77 1.80
H 1.81 2.47 1.38
H 1.83 -1.96 4.66
H 1.77 -4.50 5.60
H -0.21 -5.70 4.12
O -0.48 4.49 -3.40
C -0.02 3.80 -4.15
O -1.00 2.02 -0.01
C 0.57 2.92 -5.08
C 0.79 3.35 -6.41
C 1.37 2.42 -7.23
C 1.70 1.15 -6.73
C 2.31 0.16 -7.53
C 2.61 -1.06 -7.00
C 2.33 -1.36 -5.64
C 1.75 -0.44 -4.83
C 1.42 0.85 -5.35
N 0.85 1.74 -4.54
H 0.52 4.34 -6.75
H 1.58 2.66 -8.27
H 2.52 0.37 -8.57
H 3.07 -1.82 -7.62
H 2.59 -2.34 -5.25
H 1.53 -0.64 -3.79
Cl -3.59 2.33 1.72
C -2.92 3.93 2.20
Cl -1.20 3.65 2.63
H -3.46 4.30 3.07
H -2.97 4.60 1.34
*
```

=====

(2)
ORCA calculation (the ωB97M-V functional and the def2-TZVPD basis) on a 2-piece molecular cluster, C6H13N overall.

- relative energy (zero: lowest compared OMol25 entry of this formula, charge and spin) (eV) = 4.802
- strongest force on any atom (eV/Å) = 0.46

ORCA input file:
```
! wB97M-V def2-TZVPD RIJCOSX def2/J DEFGRID3
* xyz 0 1
C -1.05 2.69 0.65
C -0.30 1.54 1.20
N -0.53 -1.22 -0.87
C -0.75 -2.60 -0.53
C 0.47 -0.58 -0.42
C 1.47 -1.05 0.62
C 0.63 0.78 -1.07
H -2.05 2.56 0.20
H -1.16 3.24 1.60
H -0.43 3.32 0.01
H -1.01 0.70 1.36
H -0.37 -3.19 -1.38
H -0.26 -2.97 0.38
H -1.82 -2.79 -0.47
H 2.02 -0.21 1.04
H 0.96 -1.55 1.45
H 2.18 -1.77 0.20
H -0.35 1.26 -1.06
H 0.83 0.64 -2.14
H 1.38 1.44 -0.63
*
```

=====

(3)
ORCA calculation (the ωB97M-V functional and the def2-TZVPD basis) on C36H30Cl5FeN3P2 as an isolated structure.

- DFT total energy (eV) = -157861.2837
- strongest force on any atom (eV/Å) = 0.24
- ⟨S²⟩ = 0.775

ORCA input file:
```
! wB97M-V def2-TZVPD RIJCOSX def2/J DEFGRID3
* xyz 1 2
Fe 0.06 0.30 -0.09
C -1.98 1.25 -2.33
P -0.63 0.02 -2.30
C 0.65 0.57 -3.46
C 0.51 1.69 -4.28
C 1.56 2.10 -5.09
C 2.75 1.40 -5.11
C 2.91 0.28 -4.29
C 1.87 -0.12 -3.47
C -1.29 -1.54 -2.96
C -2.50 -2.02 -2.46
C -3.00 -3.24 -2.88
C -2.29 -4.01 -3.80
C -1.08 -3.53 -4.30
C -0.59 -2.30 -3.88
C -1.64 2.27 -1.29
C -2.07 3.55 -1.08
C -1.55 3.97 0.18
C -0.82 2.92 0.68
C -0.13 2.72 1.99
P 0.41 0.96 2.10
C -0.50 0.21 3.48
C -0.95 0.98 4.55
C -1.60 0.39 5.62
C -1.81 -0.98 5.64
C -1.35 -1.76 4.59
C -0.70 -1.17 3.52
C 2.13 0.94 2.67
C 2.97 2.05 2.67
C 4.30 1.94 3.04
C 4.82 0.70 3.40
C 4.00 -0.42 3.40
C 2.66 -0.30 3.04
N -0.85 1.89 -0.23
H -2.89 0.71 -2.05
H -2.15 1.67 -3.32
H -0.41 2.26 -4.28
H 1.44 2.98 -5.72
H 3.57 1.72 -5.74
H 3.84 -0.28 -4.30
H 2.00 -0.99 -2.83
H -3.07 -1.45 -1.74
H -3.94 -3.60 -2.49
H -2.67 -4.96 -4.12
H -0.53 -4.11 -5.02
H 0.34 -1.95 -4.30
H -2.71 4.13 -1.74
H -1.72 4.92 0.66
H -0.81 2.94 2.81
H 0.73 3.38 2.11
H -0.78 2.05 4.58
H -1.95 1.00 6.44
H -2.33 -1.44 6.47
H -1.49 -2.83 4.60
H -0.34 -1.79 2.71
H 2.60 3.03 2.38
H 4.93 2.81 3.04
H 5.86 0.62 3.69
H 4.39 -1.38 3.69
H 2.03 -1.18 3.07
Cl 0.97 -2.06 -0.16
C -0.74 -2.18 0.27
C -1.34 -0.95 0.38
C -2.65 -0.93 0.83
Cl -3.45 0.59 1.05
C -3.32 -2.12 1.11
Cl -4.94 -2.08 1.67
C -2.67 -3.35 0.96
Cl -3.50 -4.82 1.29
C -1.34 -3.40 0.53
Cl -0.49 -4.87 0.34
N 3.16 0.72 -0.40
N 1.86 1.29 -0.61
H 3.67 0.72 -1.28
H 3.05 -0.24 -0.09
H 1.71 1.48 -1.59
H 1.83 2.19 -0.14
*
```

=====

(4)
ORCA calculation (the ωB97M-V functional and the def2-TZVPD basis) on C5H6ErFO4 as an isolated structure in a non-equilibrium geometry.

- DFT total energy (eV) = -43774.4346
- strongest force on any atom (eV/Å) = 5.28
- ⟨S²⟩ = 6.005

ORCA input file:
```
! wB97M-V def2-TZVPD RIJCOSX def2/J DEFGRID3
* xyz 3 5
O 3.40 -0.45 -0.49
C 3.62 -1.54 0.07
H 4.56 -1.66 0.62
H -0.59 -0.16 1.08
C 2.72 -2.64 0.01
H 1.86 -2.61 -0.66
H 2.98 -3.57 0.53
C -1.24 -0.10 0.19
C -2.57 0.62 0.28
O -3.41 -0.20 -0.52
C -2.81 -1.34 -0.84
O -1.52 -1.31 -0.35
O -3.26 -2.26 -1.42
F -0.39 0.61 -0.78
H -2.54 1.63 -0.12
H -2.94 0.63 1.31
Er 1.94 1.11 -1.36
*
```

=====

(5)
ORCA calculation (the ωB97M-V functional and the def2-TZVPD basis) on a 2-piece molecular cluster, C37H28NO2 overall in a non-equilibrium geometry.

- DFT total energy (eV) = -44400.6685
- strongest force on any atom (eV/Å) = 2.42

ORCA input file:
```
! wB97M-V def2-TZVPD RIJCOSX def2/J DEFGRID3
* xyz 1 1
C 5.56 -1.03 -2.78
C 5.37 0.36 -2.79
C 4.15 0.88 -2.37
C 3.11 0.05 -1.93
C 1.83 0.72 -1.49
C 0.64 -0.06 -1.35
N -0.53 0.36 -1.97
C -0.77 1.72 -2.05
C -2.00 2.25 -2.38
C -3.05 1.40 -2.67
C -2.86 0.01 -2.62
C -1.57 -0.54 -2.31
C -1.41 -1.92 -2.19
C -2.52 -2.77 -2.30
C -3.78 -2.25 -2.62
C -3.95 -0.89 -2.78
O 1.86 1.96 -1.28
C 3.29 -1.34 -1.95
C 4.53 -1.88 -2.35
H 6.52 -1.44 -3.10
H 6.14 1.04 -3.14
H 3.98 1.96 -2.41
H 0.70 -1.09 -1.04
H 0.06 2.35 -1.80
H -2.09 3.33 -2.40
H -4.04 1.78 -2.93
H -0.42 -2.34 -2.00
H -2.39 -3.84 -2.15
H -4.63 -2.92 -2.75
H -4.92 -0.46 -3.04
H 2.46 -2.00 -1.69
H 4.67 -2.96 -2.35
C -4.32 -3.95 2.53
O -4.27 -2.87 1.57
C -3.18 -2.05 1.60
C -3.23 -0.89 0.80
C -2.09 -0.12 0.66
C -0.92 -0.36 1.41
C 0.15 0.60 1.39
C 1.50 0.36 1.87
C 2.10 1.63 2.15
C 3.28 1.71 2.89
C 3.84 0.52 3.37
C 3.31 -0.72 3.01
C 2.17 -0.82 2.21
C 1.15 2.68 1.81
C -0.06 2.04 1.34
C -1.20 2.82 1.15
C -1.15 4.19 1.42
C 0.03 4.80 1.88
C 1.19 4.04 2.05
C -0.90 -1.52 2.23
C -2.01 -2.34 2.35
H -5.26 -4.46 2.33
H -3.47 -4.65 2.39
H -4.31 -3.56 3.56
H -4.15 -0.65 0.28
H -2.08 0.69 -0.06
H 3.71 2.69 3.09
H 4.70 0.57 4.05
H 3.79 -1.64 3.36
H 1.79 -1.78 1.87
H -2.14 2.38 0.81
H -2.05 4.79 1.27
H 0.03 5.86 2.12
H 2.14 4.49 2.35
H -0.02 -1.76 2.84
H -1.99 -3.20 3.03
*
```

=====

(6)
ORCA calculation (the ωB97M-V functional and the def2-TZVPD basis) on C33H37AsBiCl6N9O5Si2 as an isolated structure in a non-equilibrium geometry.

- relative energy (zero: lowest compared OMol25 entry of this formula, charge and spin) (eV) = 1.731
- strongest force on any atom (eV/Å) = 1.54

ORCA input file:
```
! wB97M-V def2-TZVPD RIJCOSX def2/J DEFGRID3
* xyz 0 1
Bi 0.87 -0.09 0.89
N 4.00 -3.48 1.28
C 4.65 -2.65 2.17
C 3.82 -1.60 2.36
N 2.68 -1.76 1.61
C 2.81 -2.92 0.97
C 1.78 -3.53 0.17
N 0.51 -3.20 0.28
C -0.17 -4.03 -0.56
C 0.70 -4.87 -1.19
N 1.94 -4.56 -0.70
H 4.37 -4.35 0.94
H 5.60 -2.90 2.60
H 3.94 -0.73 2.99
H -1.24 -3.97 -0.65
H 0.55 -5.65 -1.92
H 2.81 -4.92 -1.06
Cl 4.13 -0.07 -0.42
C 3.43 1.50 -0.38
C 2.31 1.74 0.42
C 1.80 3.04 0.36
Cl 0.54 3.52 1.41
C 2.29 4.00 -0.54
Cl 1.51 5.53 -0.69
C 3.38 3.71 -1.34
Cl 3.93 4.84 -2.50
C 4.00 2.47 -1.21
Cl 5.39 2.12 -2.16
O -4.40 3.80 0.07
C -4.16 3.60 -1.21
O -4.94 3.92 -2.07
C -2.86 2.94 -1.56
C -2.34 2.90 -2.84
Cl -3.06 3.57 -4.22
N -1.16 2.21 -2.81
N -0.91 1.80 -1.55
C -1.90 2.22 -0.79
C -1.97 1.88 0.68
O -2.81 2.49 1.36
O -1.26 0.94 1.16
C -0.26 1.83 -3.85
C -0.41 2.22 -5.18
C 0.49 1.79 -6.13
C 1.56 0.97 -5.78
C 1.71 0.59 -4.46
C 0.81 1.01 -3.50
H -3.71 3.37 0.67
H -1.23 2.86 -5.47
H 0.36 2.09 -7.16
H 2.25 0.64 -6.54
H 2.53 -0.06 -4.17
H 0.92 0.71 -2.47
C -2.62 1.09 4.41
Si -0.75 1.37 4.58
C -0.44 3.23 4.39
C -0.20 1.03 6.38
As 0.81 -0.12 3.49
Si -0.55 -2.05 3.70
C -1.30 -2.27 5.44
C 0.51 -3.63 3.56
C -1.96 -2.13 2.43
H -3.16 1.66 5.17
H -2.90 0.05 4.50
H -2.94 1.45 3.43
H -0.68 3.74 5.33
H -1.07 3.66 3.62
H 0.60 3.44 4.15
H -0.83 1.54 7.12
H 0.82 1.39 6.50
H -0.20 -0.04 6.59
H -0.50 -2.37 6.18
H -1.92 -3.17 5.48
H -1.92 -1.42 5.74
H 1.50 -3.46 3.99
H 0.63 -3.93 2.53
H 0.05 -4.46 4.10
H -2.73 -1.41 2.68
H -2.42 -3.12 2.39
H -1.58 -1.89 1.44
C -2.47 -0.92 -4.97
N -1.41 -1.05 -4.00
C -0.11 -1.61 -4.29
C 0.53 -1.60 -2.89
O 1.65 -2.01 -2.64
N -0.37 -1.08 -2.01
C -1.46 -0.79 -2.68
N -2.57 -0.34 -2.07
H -2.39 -1.74 -5.70
H -2.41 0.03 -5.51
H -3.44 -1.01 -4.48
H 0.47 -1.00 -4.99
H -0.19 -2.63 -4.68
H -2.44 -0.08 -1.10
H -3.26 0.18 -2.59
*
```

=====

(7)
ORCA calculation (the ωB97M-V functional and the def2-TZVPD basis) on a 2-piece molecular cluster, C2H3ClF2S overall in a non-equilibrium geometry.

- relative energy (zero: lowest compared OMol25 entry of this formula, charge and spin) (eV) = 1.125
- strongest force on any atom (eV/Å) = 2.61
- SMILES = FC(F)=CS.Cl

ORCA input file:
```
! wB97M-V def2-TZVPD RIJCOSX def2/J DEFGRID3
* xyz 0 1
C -0.36 -0.02 -0.83
C -0.13 -1.04 0.01
F -0.15 -1.10 1.31
F 0.26 -2.30 -0.43
S -0.14 -0.12 -2.66
Cl 0.11 2.85 2.51
H -0.57 1.00 -0.53
H 0.96 2.14 3.21
H 0.01 -1.40 -2.58
*
```

=====

(8)
ORCA calculation (the ωB97M-V functional and the def2-TZVPD basis) on C22H61LiO13 as an isolated structure in a non-equilibrium geometry.

- DFT total energy (eV) = -50624.4869
- strongest force on any atom (eV/Å) = 2.24

ORCA input file:
```
! wB97M-V def2-TZVPD RIJCOSX def2/J DEFGRID3
* xyz 0 1
Li -2.38 -3.33 2.17
C -0.41 -0.43 0.00
C -1.08 -0.79 1.29
O -2.05 -1.76 1.14
H -1.17 -0.32 -0.77
H 0.23 -1.25 -0.36
H 0.18 0.47 0.16
H -1.57 0.15 1.63
H -0.30 -1.05 2.03
C 5.30 -2.45 1.80
C 4.09 -1.73 2.40
C 2.82 -2.56 2.48
O 4.50 -1.27 3.76
H 5.56 -3.34 2.38
H 6.17 -1.78 1.79
H 5.18 -2.73 0.75
H 3.89 -0.82 1.80
H 2.00 -1.86 2.73
H 2.87 -3.32 3.25
H 2.62 -2.95 1.48
H 3.72 -1.14 4.31
C 0.19 3.01 2.79
C 1.42 3.87 3.09
C 2.37 3.95 1.91
O 0.96 5.21 3.43
H -0.38 3.45 1.98
H -0.47 2.95 3.66
H 0.55 2.01 2.57
H 1.93 3.52 4.00
H 2.00 4.64 1.16
H 2.57 2.97 1.46
H 3.37 4.26 2.25
H 1.71 5.72 3.74
C -3.32 2.98 -0.42
C -3.70 3.09 1.07
C -3.88 4.50 1.44
O -4.95 2.39 1.35
H -3.92 3.63 -1.05
H -3.48 1.96 -0.78
H -2.25 3.19 -0.53
H -2.88 2.62 1.66
H -4.28 4.58 2.45
H -4.63 4.94 0.77
H -2.95 5.05 1.33
H -4.77 1.40 1.39
C 2.86 1.87 -1.53
C 4.03 1.46 -0.68
C 4.42 -0.01 -0.77
O 5.18 2.30 -1.04
H 2.99 1.62 -2.59
H 2.71 2.95 -1.46
H 1.88 1.44 -1.24
H 3.78 1.66 0.38
H 4.63 -0.28 -1.80
H 3.58 -0.65 -0.46
H 5.23 -0.23 -0.07
H 5.32 2.95 -0.36
C 2.34 -1.94 -2.66
C 3.32 -2.76 -3.50
O 3.13 -4.17 -3.27
O 1.00 -2.35 -2.87
H 2.47 -0.90 -3.02
H 2.65 -1.99 -1.62
H 4.34 -2.56 -3.13
H 3.25 -2.54 -4.57
H 2.19 -4.35 -3.44
H 0.71 -2.89 -2.09
C -0.86 -5.55 0.66
C 0.07 -4.46 0.20
O -0.42 -3.65 -0.83
O -2.09 -4.99 1.11
H -0.33 -6.05 1.48
H -1.07 -6.25 -0.14
H 0.97 -4.97 -0.18
H 0.43 -3.85 1.05
H -1.07 -3.01 -0.43
H -2.81 -5.62 1.00
C -2.31 2.69 -3.81
C -3.19 1.53 -4.07
O -3.92 1.66 -5.24
O -3.12 3.82 -3.51
H -1.62 2.90 -4.65
H -1.60 2.48 -2.99
H -3.85 1.31 -3.22
H -2.57 0.64 -4.22
H -4.46 2.46 -5.16
H -2.54 4.56 -3.30
C -5.01 -2.38 -0.12
C -5.18 -0.89 0.06
O -4.52 -0.41 1.25
O -3.74 -2.73 -0.70
H -5.82 -2.77 -0.72
H -5.06 -2.79 0.92
H -6.24 -0.64 0.17
H -4.81 -0.37 -0.84
H -3.57 -0.77 1.26
H -3.06 -2.21 -0.18
*
```

=====

(9)
ORCA calculation (the ωB97M-V functional and the def2-TZVPD basis) on a 2-piece molecular cluster, C5H8O2 overall in a non-equilibrium geometry.

- relative energy (zero: lowest compared OMol25 entry of this formula, charge and spin) (eV) = 2.058
- strongest force on any atom (eV/Å) = 2.14

ORCA input file:
```
! wB97M-V def2-TZVPD RIJCOSX def2/J DEFGRID3
* xyz 0 1
C -0.81 1.31 -0.33
C -0.34 -0.07 0.06
C -1.30 -0.96 0.78
C 0.70 -0.69 -0.73
C 2.79 0.70 -0.22
O 3.48 0.38 0.62
O 0.95 -0.13 0.61
H 0.00 1.89 -0.78
H -1.61 1.21 -1.06
H -1.19 1.85 0.54
H -0.78 -1.88 1.08
H -1.66 -0.46 1.68
H -2.14 -1.22 0.13
H 0.86 -1.76 -0.74
H 1.05 -0.18 -1.64
*
```

=====

(10)
ORCA calculation (the ωB97M-V functional and the def2-TZVPD basis) on a 2-piece molecular cluster, H3N2O4P overall in a non-equilibrium geometry.

- relative energy (zero: lowest compared OMol25 entry of this formula, charge and spin) (eV) = 3.104
- strongest force on any atom (eV/Å) = 2.81

ORCA input file:
```
! wB97M-V def2-TZVPD RIJCOSX def2/J DEFGRID3
* xyz -2 1
N -1.19 0.19 0.71
N 0.57 0.88 -0.94
O 1.30 -1.21 0.73
O 3.12 -0.05 -0.80
O 2.15 1.24 1.16
O -0.45 1.25 -0.36
P 1.97 0.08 0.17
H -0.30 -0.19 0.94
H -1.66 -0.32 0.01
H 0.26 0.05 -2.48
*
```